{
  "formula": "C6H11O",
  "method": "wB97M-V/def2-TZVPD",
  "elements": ["C", "O", "C", "C", "C", "C", "C", "H", "H", "H", "H", "H", "H", "H", "H", "H", "H", "H"],
  "coordinates": [[-1.594, 1.205, -0.448], [-0.380, 1.595, -0.877], [-1.470, 0.017, 0.537], [-0.525, -1.104, 0.092], [0.960, -0.742, 0.126], [1.739, -0.925, -0.950], [1.477, -0.119, 1.393], [-2.184, 2.004, 0.019], [-2.212, 0.741, -1.252], [-1.276, 0.339, 1.563], [-2.454, -0.474, 0.517], [-0.557, -2.064, 0.609], [-0.888, -1.346, -0.916], [2.756, -0.566, -0.847], [1.293, -1.347, -1.837], [1.385, -0.872, 2.180], [2.518, 0.146, 1.225], [0.932, 0.807, 1.584]],
  "lowdin_charge": [-0.329, 0.038, -0.179, -0.177, -0.388, 0.046, -0.060, 0.118, 0.119, 0.106, 0.114, 0.119, 0.115, 0.060, 0.062, 0.088, 0.074, 0.076],
  "energy_ha": -310.337926,
  "largest_force_ev_per_a": 1.68,
  "de_lowest_kj_mol": 135.1,
  "e_lumo_ev": [1.0, -1.4],
  "multiplicity": 2
}